one | CH2N2O2Si | wB97M-V/def2-TZVPD

Structure (XYZ):
```
8
CH2N2O2Si wB97M-V/def2-TZVPD
C -0.01559 1.17553 -1.51217
N -0.45381 2.18635 -1.83082
N -0.85049 -0.53111 2.72543
O -1.53952 0.45729 2.82301
O -0.23884 -0.84095 1.68630
Si 0.88203 -0.42256 -1.26173
H 1.34764 -1.04405 -0.03185
H 0.86859 -0.98049 -2.59817
```

Output
HOMO energy (spin up / spin down) = -11.8 / -7.9 eV
LUMO (spin up / spin down) = -1.31 / -3.11 eV
Kohn-Sham gap (spin up / spin down) = 0.38700 / 0.17620 Ha

Löwdin population analysis, charges in e, atoms 1 to 2:
1. C -0.484
2. N 0.054

two | CH2N2O2Si | wB97M-V/def2-TZVPD

Structure (XYZ):
```
8
CH2N2O2Si wB97M-V/def2-TZVPD
N -1.18069 3.20225 0.01811
C -1.28550 2.12855 0.43413
Si -1.48286 0.32800 0.37597
O -2.94662 0.06649 0.32375
H -0.26682 -0.34994 0.74578
N -1.84444 -1.94401 -0.70580
O -2.72849 -2.81455 -0.75803
H -2.24196 -1.58639 -1.56879
```

Output
Structure (SMILES) = N#C[SiH]=O.N=O
HOMO energy (spin up / spin down) = -10.3 / -10.3 eV
LUMO (spin up / spin down) = -1.44 / -1.44 eV
Kohn-Sham gap (spin up / spin down) = 0.32669 / 0.32673 Ha

Löwdin population analysis, charges in e, atoms 1 to 2:
1. N 0.098
2. C -0.300

So which one wins? Going from most stable to least: two, one.

one | C22H30N2O2 | wB97M-V/def2-TZVPD

Structure (XYZ):
```
56
C22H30N2O2 wB97M-V/def2-TZVPD
O 0.06006 -0.96836 1.05857
C 0.51318 -0.04076 0.42360
C 0.18499 1.41217 0.71503
C -1.18107 1.82506 0.12441
C -2.31364 1.07983 0.83494
C -3.66277 1.51062 0.26232
C -3.85033 3.01220 0.47358
C -2.72931 3.76539 -0.24004
C -2.77789 3.45547 -1.73502
C -2.59359 1.95358 -1.94341
C -3.71175 1.19500 -1.23129
C -1.24383 1.51567 -1.37502
C -1.37773 3.33188 0.32651
N 1.38033 -0.20204 -0.61926
C 1.66647 -1.46492 -1.19255
C 1.42138 -1.63594 -2.54745
C 1.55200 -2.87389 -3.14708
C 1.90543 -3.96210 -2.36658
C 2.19187 -3.79833 -1.02746
C 2.12755 -2.54137 -0.41035
N 2.51053 -2.38069 0.89713
C 3.17961 -1.19105 1.37194
C 4.23843 -1.59024 2.39878
O 3.67405 -2.21326 3.53403
C 2.48096 -2.92007 3.24321
C 2.48196 -3.48596 1.82728
H 0.96785 2.06215 0.31777
H 0.14399 1.53830 1.79865
H -2.17950 0.00365 0.71628
H -2.28099 1.29966 1.90457
H -4.46263 0.96658 0.77656
H -4.81895 3.32729 0.07885
H -3.83280 3.24311 1.54114
H -2.85586 4.84335 -0.08593
H -3.73669 3.77340 -2.15035
H -1.98963 4.00480 -2.25599
H -2.62292 1.72717 -3.01574
H -3.58947 0.12091 -1.38742
H -4.68038 1.48684 -1.64361
H -1.11731 0.44268 -1.53823
H -0.43940 2.04164 -1.89879
H -0.57652 3.88260 -0.17407
H -1.33026 3.56964 1.39177
H 1.52415 0.59248 -1.22602
H 1.09377 -0.78405 -3.12856
H 1.35439 -2.99116 -4.20115
H 1.97904 -4.94406 -2.80993
H 2.49946 -4.65447 -0.44881
H 2.47918 -0.49068 1.84794
H 3.66251 -0.68193 0.53354
H 4.96993 -2.26401 1.92619
H 4.76921 -0.70580 2.76171
H 2.41435 -3.72252 3.98184
H 1.61088 -2.25883 3.35706
H 1.56767 -4.06262 1.66827
H 3.34999 -4.15403 1.70662
```

Output
Structure (SMILES) = O=C(C[C@]12C[C@H]3C[C@H](C[C@H](C3)C1)C2)Nc1ccccc1N1CCOCC1
HOMO energy = -7.5 eV
LUMO = 0.63 eV
Kohn-Sham gap = 0.30028 Ha

Löwdin population analysis, charges in e, atoms 1 to 2:
1. O 0.086
2. C -0.498

two | C22H30N2O2 | wB97M-V/def2-TZVPD

Structure (XYZ):
```
56
C22H30N2O2 wB97M-V/def2-TZVPD
O -5.77517 -1.73265 0.25991
C -5.70739 -0.61756 -0.21885
C -5.08880 -0.34704 -1.57523
C -3.73164 0.35984 -1.47033
C -2.78233 -0.28072 -0.45341
C -2.47586 -1.74195 -0.77609
C -1.45906 -2.30646 0.21073
N -0.23366 -1.53153 0.17535
C 0.82349 -2.12828 0.97063
C 2.15599 -1.49910 0.66901
C 3.06382 -1.21160 1.67980
C 4.29551 -0.65831 1.38741
C 4.63922 -0.37490 0.06648
C 5.90166 0.18819 -0.23763
C 6.97183 0.66842 -0.50460
C 8.27262 1.22615 -0.80587
C 9.30095 0.84178 0.26951
O 10.56607 1.40748 0.02943
C 3.72604 -0.65594 -0.95103
C 2.50202 -1.21460 -0.64800
C -0.49504 -0.16268 0.57585
C -1.46323 0.49068 -0.40306
N -6.20819 0.44287 0.46135
C -6.21097 1.81983 0.10181
C -5.27707 2.77732 0.79587
C -6.74992 2.81235 1.08166
H -5.77009 0.25471 -2.17977
H -4.96418 -1.31336 -2.06424
H -3.26058 0.34798 -2.45615
H -3.88320 1.40340 -1.18869
H -3.25066 -0.23922 0.53703
H -3.38508 -2.33952 -0.71517
H -2.06866 -1.81257 -1.78643
H -1.22203 -3.33836 -0.06222
H -1.90193 -2.31584 1.22432
H 0.87493 -3.19174 0.70945
H 0.61323 -2.06236 2.05475
H 2.80494 -1.42509 2.70774
H 4.99892 -0.43928 2.17773
H 8.20057 2.31674 -0.85848
H 8.60606 0.85803 -1.78307
H 8.98424 1.22856 1.24094
H 9.36804 -0.25396 0.33824
H 10.89605 1.08788 -0.81802
H 3.99021 -0.43427 -1.97503
H 1.78866 -1.43166 -1.42814
H 0.45307 0.38167 0.57977
H -0.91798 -0.11996 1.59870
H -1.00862 0.49090 -1.39529
H -1.63803 1.52701 -0.10547
H -6.57068 0.21511 1.37826
H -6.41433 1.98888 -0.94882
H -4.84071 3.58144 0.22396
H -4.62533 2.37671 1.55672
H -7.33059 3.64086 0.70704
H -7.08712 2.44576 2.03963
```

Output
Structure (SMILES) = O=C(CCC1CCN(Cc2ccc(C#CCCO)cc2)CC1)NC1CC1
HOMO energy = -8.4 eV
LUMO = 0.84 eV
Kohn-Sham gap = 0.33799 Ha

Löwdin population analysis, charges in e, atoms 1 to 2:
1. O 0.053
2. C -0.507

So which one wins? Going from most stable to least: one, two.

one | C32H48O24 | wB97M-V/def2-TZVPD

Structure (XYZ):
```
104
C32H48O24 wB97M-V/def2-TZVPD
C -1.64718 5.32207 -3.55957
C -1.00854 5.58867 -2.17044
C 0.52597 5.65689 -2.05952
O 0.70603 6.95004 -1.68998
C -0.42546 7.55599 -1.26395
O -0.53284 8.74110 -0.93429
O -1.46488 6.86983 -1.64048
H -2.70801 5.47546 -3.75758
H -1.42681 4.40085 -4.09892
H -1.19966 6.02272 -4.26447
H -1.47368 4.78438 -1.60049
H 1.00931 5.44757 -3.01381
H 0.72044 5.00440 -1.20833
C -4.85413 -0.11039 -2.16548
C -4.64634 -0.88554 -0.90136
C -5.94191 -1.67491 -0.34941
O -5.46550 -2.95857 -0.12213
C -4.17472 -3.00052 -0.56972
O -3.39103 -3.94048 -0.43891
O -3.79700 -1.93868 -1.20769
H -5.03886 -0.85893 -2.93596
H -4.00316 0.49268 -2.48209
H -5.66857 0.58315 -1.95619
H -4.30239 -0.28420 -0.05982
H -6.69944 -1.87475 -1.10724
H -6.24712 -1.30012 0.62756
C 6.19899 -4.28240 6.78251
C 6.99450 -3.11082 7.31056
C 6.14452 -1.92193 7.96400
O 6.87476 -1.69308 9.05514
C 7.71382 -2.68091 9.39644
O 8.28757 -2.78786 10.47914
O 7.64898 -3.64105 8.42163
H 6.82766 -5.13999 6.54285
H 5.67360 -3.98035 5.87652
H 5.38477 -4.47319 7.48161
H 7.78336 -2.61371 6.74603
H 5.08362 -2.14621 8.07493
H 6.17592 -1.08478 7.26668
C 0.99826 -4.34361 -5.03988
C 1.35084 -5.58198 -4.34547
C 0.35098 -6.13576 -3.32490
O 0.41241 -7.56375 -3.69870
C 0.93421 -7.69780 -4.87260
O 1.10503 -8.69474 -5.58869
O 1.30653 -6.55156 -5.32429
H 1.36628 -3.59651 -4.33666
H -0.03785 -4.00516 -5.03768
H 1.58021 -4.12454 -5.93511
H 2.36371 -5.53909 -3.94505
H -0.69112 -6.05265 -3.63351
H 0.62699 -5.85105 -2.30959
C 3.93682 -0.42048 -9.83094
C 4.09349 0.94548 -9.04979
C 2.89633 1.84641 -8.63266
O 2.79377 1.56980 -7.29216
C 3.81794 0.76597 -6.91911
O 3.94186 0.38244 -5.74433
O 4.75595 0.70049 -7.87590
H 3.38190 -1.21270 -9.32839
H 4.89882 -0.88172 -10.05429
H 3.57641 -0.19008 -10.83350
H 4.91248 1.49428 -9.51475
H 1.91749 1.56581 -9.02157
H 3.01911 2.92944 -8.64111
C -5.35467 5.04665 0.85338
C -5.96291 6.39834 0.49163
C -7.34303 6.66590 0.99605
O -7.23440 7.85802 1.71014
C -5.95679 7.96498 2.08006
O -5.44054 8.78021 2.88724
O -5.27315 7.17071 1.29671
H -5.52470 4.35980 0.02426
H -5.67887 4.64027 1.81142
H -4.28406 5.22749 0.94921
H -5.74779 6.52416 -0.56949
H -7.77908 5.81492 1.51931
H -7.95879 6.87907 0.12226
C -2.96371 -2.49127 5.74760
C -1.57375 -2.28902 6.16740
C -1.22035 -2.83794 7.58983
O -0.08772 -3.69711 7.36989
C 0.08431 -3.88361 6.01602
O 1.02068 -4.50736 5.46189
O -0.78639 -3.14730 5.30125
H -3.63144 -1.66369 5.98707
H -3.44656 -3.44108 5.97741
H -3.01409 -2.34137 4.66914
H -1.20122 -1.26798 6.24986
H -2.00701 -3.32577 8.16542
H -0.96521 -2.07824 8.32866
C 3.16020 -0.57137 2.36731
C 2.45369 0.34002 1.25371
C 1.81437 -0.49076 0.10708
O 0.60918 0.21818 -0.08846
C 0.24093 0.85995 1.05558
O -0.93510 1.20904 1.34371
O 1.35061 1.02745 1.83633
H 4.11589 -0.98863 2.05003
H 2.53393 -1.30036 2.88154
H 3.45715 0.11094 3.16377
H 3.09277 1.07566 0.76533
H 1.66746 -1.51954 0.43591
H 2.52472 -0.59874 -0.71259
```

Output
Structure (SMILES) = C[C@H]1COC(=O)O1.C[C@H]1COC(=O)O1.C[C@H]1COC(=O)O1.C[C@H]1COC(=O)O1.C[C@H]1COC(=O)O1.C[C@H]1COC(=O)O1.C[C@H]1COC(=O)O1.C[C@H]1COC(=O)O1
HOMO energy = -10.3 eV
LUMO = -0.25 eV
Kohn-Sham gap = 0.36811 Ha

Löwdin population analysis, charges in e, atoms 1 to 2:
1. C -0.033
2. C -0.258

two | C32H48O24 | wB97M-V/def2-TZVPD

Structure (XYZ):
```
104
C32H48O24 wB97M-V/def2-TZVPD
C -1.60180 -3.18760 -12.35425
C -0.11057 -3.05053 -12.27896
C 0.47556 -1.68413 -12.66627
O 1.44466 -1.44245 -11.65950
C 1.37839 -2.38227 -10.69881
O 2.10698 -2.41982 -9.75927
O 0.35156 -3.22237 -10.91939
H -2.13248 -2.54221 -11.65284
H -1.90559 -4.19441 -12.06706
H -1.92179 -2.94329 -13.36831
H 0.45552 -3.77491 -12.87136
H -0.21794 -0.83389 -12.65885
H 0.86003 -1.66826 -13.68577
C 5.18082 -1.50853 -10.79898
C 5.84312 -1.11673 -12.08021
C 5.22676 -1.79836 -13.28071
O 3.99163 -1.10613 -13.43950
C 4.15472 0.12658 -12.95774
O 3.43134 1.06281 -13.11113
O 5.35541 0.25234 -12.32180
H 5.31829 -0.79864 -9.98039
H 5.49339 -2.48842 -10.41888
H 4.09068 -1.59957 -10.83763
H 6.92400 -1.08064 -12.17014
H 5.16282 -2.88025 -13.17758
H 5.75874 -1.63787 -14.22418
C 10.15425 -0.41422 -11.23616
C 11.25662 -0.86499 -12.14623
C 12.30236 -1.84420 -11.54568
O 11.93183 -3.12495 -12.07534
C 10.92816 -2.96226 -12.95207
O 10.23754 -3.84031 -13.35965
O 10.74665 -1.65302 -13.23209
H 9.75771 -1.18276 -10.56850
H 9.30778 -0.12803 -11.86715
H 10.44695 0.44087 -10.63070
H 11.85814 -0.03452 -12.50927
H 12.27333 -1.95513 -10.46190
H 13.31670 -1.56008 -11.82258
C 5.48217 -4.86076 -7.42170
C 5.34341 -3.35313 -7.37784
C 4.65191 -2.75264 -6.17248
O 5.49889 -1.66453 -5.77155
C 6.68408 -1.76412 -6.39183
O 7.60860 -1.03135 -6.23341
O 6.68203 -2.79340 -7.26170
H 6.02395 -5.13888 -6.51242
H 6.14897 -5.13307 -8.23578
H 4.50528 -5.33619 -7.43132
H 5.01116 -2.94902 -8.33512
H 4.67755 -3.44441 -5.32606
H 3.63800 -2.41146 -6.35470
C 6.19204 -6.02414 -15.26003
C 5.53805 -6.40770 -13.94711
C 5.95202 -5.56145 -12.73086
O 4.72030 -5.22503 -12.10160
C 3.67340 -5.67050 -12.83362
O 2.53788 -5.56959 -12.50438
O 4.11072 -6.19943 -13.99361
H 6.66050 -5.04504 -15.27094
H 5.38795 -6.01215 -16.00159
H 6.88563 -6.79417 -15.59232
H 5.64341 -7.47024 -13.73128
H 6.50510 -4.63727 -12.92521
H 6.62465 -6.08871 -12.05068
C 2.39187 0.96426 -8.98559
C 3.01104 2.18644 -9.61149
C 2.29332 2.76859 -10.83441
O 1.47070 3.78246 -10.22517
C 2.04112 4.18479 -9.07197
O 1.74920 5.14762 -8.44440
O 3.03121 3.31476 -8.73268
H 2.48045 0.13371 -9.68592
H 1.31957 1.05775 -8.77465
H 2.81941 0.74115 -8.00771
H 4.03682 1.94316 -9.89313
H 1.56913 2.14610 -11.35116
H 3.01222 3.18028 -11.53981
C 2.28381 -0.31177 -16.38267
C 1.07719 -1.18080 -16.48228
C -0.27244 -0.49991 -16.15589
O -1.13993 -1.00694 -17.16406
C -0.43201 -1.66443 -18.11173
O -0.91477 -2.19861 -19.05099
O 0.88951 -1.51665 -17.88305
H 3.16546 -0.75715 -16.84068
H 2.51488 -0.08613 -15.33763
H 2.12861 0.66584 -16.84274
H 1.19358 -2.15043 -15.99112
H -0.17802 0.57908 -16.28259
H -0.58893 -0.71679 -15.13979
C 9.89728 -3.22792 -17.93657
C 8.61145 -3.62730 -17.24684
C 8.44624 -2.91178 -15.89223
O 7.37541 -2.00154 -16.14285
C 6.70301 -2.38898 -17.24940
O 5.60109 -2.05245 -17.52834
O 7.49708 -3.17408 -18.01430
H 10.05012 -3.73868 -18.88656
H 10.76995 -3.50410 -17.33984
H 9.88608 -2.14454 -18.06517
H 8.61232 -4.71247 -17.13537
H 9.35118 -2.38937 -15.59358
H 8.19612 -3.58587 -15.07404
```

Output
Structure (SMILES) = C[C@H]1COC(=O)O1.C[C@H]1COC(=O)O1.C[C@H]1COC(=O)O1.C[C@H]1COC(=O)O1.C[C@H]1COC(=O)O1.C[C@H]1COC(=O)O1.C[C@H]1COC(=O)O1.C[C@H]1COC(=O)O1
HOMO energy = -10.6 eV
LUMO = -0.02 eV
Kohn-Sham gap = 0.38734 Ha

Löwdin population analysis, charges in e, atoms 1 to 2:
1. C -0.013
2. C -0.296

So which one wins? Going from most stable to least: two, one.